[1]
Computed, not measured: a single CH2ClFO2S molecule at a distorted geometry, with ωB97M-V with the def2-TZVPD basis set.

Output
**Maximum force**: 0.168 hartree/bohr
**Multiplicity**: 3
**HOMO (alpha / beta)**: -5.556 / -11.873 eV
**LUMO (alpha / beta)**: 0.27 / -5.58 eV

Cartesian coordinates (Å):
C 0.85662 -0.07592 0.23719
O -1.06478 0.86297 -1.36635
O -1.44015 -1.37606 -0.34628
F -1.43209 0.73243 1.11863
S -0.82315 -0.05043 -0.29051
Cl 1.85535 0.86785 -0.78608
H 1.01538 0.19461 1.32758
H 1.03283 -1.15545 0.10582

---

[2]
Computed, not measured: a molecular structure, C3H11N3 at a distorted geometry, with ωB97M-V with the def2-TZVPD basis set.

Output
**Maximum force**: 0.161 hartree/bohr
**Multiplicity**: 1
**HOMO**: -7.591 eV
**LUMO**: 1.02 eV

Cartesian coordinates (Å):
C 0.64388 -0.55666 -0.08318
C -0.58186 0.59853 0.86039
C -1.70524 1.31570 0.15191
N 0.97103 0.51184 -0.86695
N 1.65110 -0.89063 0.79340
N 0.05138 -1.65229 -0.68057
H 2.49855 -0.34050 0.79529
H -0.65308 -1.52613 -1.39682
H 0.34759 1.11325 -1.38723
H 1.60309 -0.00480 -1.91442
H 1.62128 -1.65006 1.45733
H 0.49017 -2.56223 -0.61878
H 0.03785 1.27446 1.44988
H -0.97242 -0.16837 1.53258
H -1.32040 2.13861 -0.45723
H -2.41316 1.75533 0.86622
H -2.26975 0.64395 -0.50183

---

[3]
Computed, not measured: a molecular structure, F4IN2O8PtS4 at a distorted geometry, with ωB97M-V with the def2-TZVPD basis set.

Output
**Maximum force**: 0.082 hartree/bohr
**Charge**: -1
**Multiplicity**: 3
**HOMO (alpha / beta)**: -6.962 / -6.841 eV
**LUMO (alpha / beta)**: 1.89 / -0.22 eV

Cartesian coordinates (Å):
Pt -0.38983 -0.28490 -1.14086
N 0.66676 -1.65511 0.00622
S 0.88049 -3.22542 -0.33834
O 0.24376 -4.09087 0.57762
O 2.09439 -3.68201 -0.89370
F -0.17131 -3.13952 -1.56917
S 1.82940 -1.49915 1.19002
O 3.14166 -1.41460 0.67399
O 1.59970 -2.22452 2.38473
F 1.51415 -0.02662 1.62269
N -1.06759 1.46347 -0.30492
S -1.74931 2.87113 -0.98351
O -1.06380 4.07256 -0.71695
O -3.15638 2.82774 -1.07209
F -1.32766 2.46984 -2.45518
S -1.02256 1.96028 1.23014
O -2.28587 2.41481 1.69499
O 0.12228 2.68070 1.62047
F -0.92474 0.54446 1.92695
I 1.06647 -0.06226 -3.45310